The following is a quantum chemistry calculation of the molecule C19H20ClFN4O3 in a non-equilibrium geometry, from the OMol25 dataset.

Each line ends with the Löwdin charge.
Atoms and positions in Å:
C 1.23 3.13 -2.82  -0.064
C 2.74 3.09 -2.64  -0.185
N 3.14 2.10 -1.67  -0.132
N 3.55 0.90 -2.09  0.126
C 3.79 0.18 -1.01  -0.299
C 4.27 -1.22 -1.08  -0.027
C 3.52 0.94 0.15  -0.123
C 3.57 0.47 1.57  -0.109
N 2.23 0.20 2.06  0.089
C 1.64 -1.00 1.89  -0.439
O 2.21 -2.02 1.55  0.078
C 0.18 -0.96 2.15  -0.175
C -0.75 -2.02 1.97  0.080
C -1.96 -1.45 2.25  -0.240
C -3.35 -1.96 2.10  -0.122
O -3.58 -2.40 0.76  -0.045
C -3.00 -1.66 -0.25  -0.309
C -2.20 -2.35 -1.15  0.010
C -1.56 -1.71 -2.19  0.009
C -1.72 -0.35 -2.32  -0.273
F -1.09 0.31 -3.31  0.061
C -2.54 0.37 -1.46  -0.024
C -3.19 -0.29 -0.44  -0.559
Cl -4.25 0.63 0.57  0.769
O -1.77 -0.16 2.57  0.013
N -0.46 0.13 2.51  0.122
C 3.09 2.17 -0.32  -0.223
C 2.65 3.38 0.43  -0.009
H 0.97 3.86 -3.58  0.073
H 0.73 3.42 -1.89  0.064
H 0.86 2.16 -3.12  0.064
H 3.12 4.07 -2.33  0.113
H 3.22 2.80 -3.57  0.119
H 4.20 -1.58 -2.11  0.076
H 5.31 -1.29 -0.76  0.082
H 3.67 -1.86 -0.43  0.060
H 4.03 1.22 2.22  0.122
H 4.14 -0.46 1.63  0.123
H 1.63 0.98 2.25  0.125
H -0.52 -3.03 1.68  0.131
H -4.06 -1.18 2.39  0.096
H -3.51 -2.85 2.71  0.141
H -2.08 -3.42 -1.00  0.128
H -0.92 -2.25 -2.88  0.123
H -2.67 1.43 -1.60  0.119
H 3.01 4.29 -0.05  0.078
H 3.05 3.34 1.45  0.078
H 1.57 3.43 0.49  0.083

Output
Total charge: 0
HOMO energy: -0.320 Eh
Orbital gap: 9.34 eV
Structure (SMILES): CCn1nc(C)c(CNC(=O)c2cc(COc3ccc(F)cc3Cl)on2)c1C
E_tot: -1740.7905 Ha
Spin multiplicity: 1
Relative energy (zero: lowest compared OMol25 entry of this formula, charge and spin): 5.5 kcal per mole